{
  "formula": "C6H15ClGaN2O",
  "method": "ωB97M-V with the def2-TZVPD basis set",
  "symbols": ["N", "Ga", "Cl", "C", "C", "C", "C", "O", "H", "H", "H", "H", "H", "H", "H", "H", "H", "H", "H", "H", "C", "C", "N", "H", "H", "H"],
  "positions_angstrom": [[-2.3908, 1.5618, 1.4235], [-3.0911, 0.5943, -0.1149], [-2.5177, 1.5758, -2.0948], [-2.6315, -1.3708, 0.0569], [-1.3509, -1.9931, -0.5598], [-0.3202, -1.0680, -1.1742], [0.3270, -0.1134, -0.2070], [0.6614, -0.7644, 1.0203], [-1.4023, 1.4014, 1.5654], [-2.5624, 2.5538, 1.3222], [-4.6979, 0.7590, -0.0074], [-3.4825, -1.9159, -0.3247], [-2.6308, -1.5802, 1.1187], [-0.8401, -2.5711, 0.1968], [-1.6258, -2.7144, -1.3200], [0.4880, -1.6973, -1.5446], [-0.6737, -0.5270, -2.0353], [1.2603, 0.2038, -0.6602], [-0.2584, 0.7862, -0.0635], [0.3041, -0.2401, 1.7460], [4.8096, 0.9727, 0.6508], [4.1195, 1.6140, -0.4603], [3.5603, 2.1031, -1.3258], [5.7068, 1.5351, 0.9010], [4.1528, 0.9368, 1.5170], [5.0864, -0.0420, 0.3741]],
  "forces_ev_per_angstrom": [[-0.2611, -0.4697, -0.4192], [-0.7347, -0.2464, 0.8717], [0.1528, 0.0677, -0.1341], [0.7819, 0.2050, -0.5779], [-0.5573, 0.2055, 0.0919], [0.4249, -0.6102, 0.2140], [0.3902, 0.1809, -0.3418], [-0.0155, 0.2272, 0.5232], [0.1006, 0.3677, 0.0397], [0.2735, 0.1174, 0.0993], [0.1213, 0.0887, -0.1590], [-0.4336, -0.0921, -0.2040], [-0.0344, 0.1332, 0.4811], [0.2249, -0.2262, 0.2977], [-0.1604, -0.2011, -0.3425], [0.1887, -0.2918, -0.1673], [-0.3940, 0.3662, -0.2278], [0.2778, 0.3110, -0.1148], [-0.2910, 0.0795, 0.2454], [-0.0313, -0.2036, -0.1581], [-0.0040, 0.0150, 0.0105], [0.2805, -0.3761, 0.5854], [-0.2981, 0.4133, -0.6628], [0.0207, -0.0085, 0.0233], [-0.0196, -0.0271, 0.0101], [-0.0028, -0.0255, 0.0159]],
  "lumo_energy_ha": 0.0940,
  "gap_ev": 7.2478,
  "spin_multiplicity": 1,
  "charge": -1,
  "relative_energy_kcal_mol": 3.3
}


{
  "formula": "C2H2N3O3S",
  "method": "ωB97M-V with the def2-TZVPD basis set",
  "symbols": ["C", "C", "N", "N", "N", "O", "O", "O", "S", "H", "H"],
  "positions_angstrom": [[-0.8468, -1.5091, 2.0458], [0.6351, -0.6205, 0.7923], [0.4880, -1.5712, 1.7700], [-1.5341, -0.6202, 1.3506], [-0.6059, -0.0487, 0.5572], [2.2165, 2.1857, -2.2777], [0.9793, 0.3471, -3.3969], [-0.1639, 1.7562, -1.7402], [1.0945, 1.2461, -2.2395], [-1.3721, -1.9100, 2.9613], [-0.8907, 0.7447, 0.1772]],
  "forces_ev_per_angstrom": [[-0.7966, 0.6083, 1.0576], [-2.1195, -0.4505, 1.0985], [0.1674, 1.5521, -1.8440], [0.1107, -0.1980, 0.6805], [2.4625, -5.2238, 2.7984], [-0.4721, -0.4436, 0.1984], [0.2001, 0.4225, 0.8255], [-0.5411, 0.3697, 0.4068], [0.7428, -0.5900, -0.8952], [0.9572, -0.1929, -1.3994], [-0.7115, 4.1462, -2.9270]],
  "lumo_energy_ha": [0.0457, 0.1066],
  "gap_ev": [5.1348, 9.3514],
  "spin_multiplicity": 1,
  "charge": -1,
  "relative_energy_kcal_mol": 68.2
}


{
  "formula": "C5H12NS",
  "method": "ωB97M-V with the def2-TZVPD basis set",
  "symbols": ["C", "C", "C", "C", "C", "N", "S", "H", "H", "H", "H", "H", "H", "H", "H", "H", "H", "H", "H"],
  "positions_angstrom": [[-0.8240, -0.0326, 0.2016], [-0.7745, -0.7634, 1.4779], [-1.5380, -0.7740, -0.9072], [0.9947, 0.5238, -1.4639], [1.5598, 0.8416, 1.0400], [0.3938, 0.5934, -0.2415], [-0.9967, 1.7538, 0.0164], [-1.8138, -0.7754, 1.7963], [-0.3468, -0.0761, 2.3628], [-0.2059, -1.7443, 1.2752], [-1.6168, -0.1805, -1.8163], [-2.5286, -1.1140, -0.7252], [-0.9264, -1.6728, -1.1693], [1.6401, 1.3744, -1.6397], [1.6020, -0.4811, -1.4482], [0.2336, 0.1010, -2.2083], [1.0266, 1.0853, 1.8949], [1.9527, -0.2091, 1.0312], [2.1684, 1.5501, 0.5232]],
  "forces_ev_per_angstrom": [[-0.8991, -0.4825, -1.6387], [1.0488, 1.2806, 2.3880], [1.4506, -0.8099, -1.1929], [1.0197, -4.7286, -3.5202], [-1.0373, -3.1091, -4.4282], [0.2130, 2.8582, 5.9969], [0.5191, -0.0617, 0.3604], [-0.1010, -1.1984, 0.0237], [-0.5188, -1.9863, -2.0460], [-1.2277, 1.3273, 0.9259], [0.0010, 0.0922, 0.1033], [-0.7416, -0.1389, 0.8388], [-0.5008, 0.4201, 0.2192], [-0.2865, 0.0246, -0.6585], [-0.2069, 1.9352, 0.1753], [1.1457, 1.9367, 0.3918], [-0.5956, 0.8623, 1.2596], [0.1483, 1.2515, 0.4198], [0.5690, 0.5267, 0.3816]],
  "lumo_energy_ha": -0.1588,
  "gap_ev": 9.7794,
  "spin_multiplicity": 1,
  "charge": 1,
  "relative_energy_kcal_mol": 79.5
}


{
  "formula": "C5H12NO7V",
  "method": "ωB97M-V with the def2-TZVPD basis set",
  "symbols": ["O", "V", "O", "O", "C", "C", "O", "H", "H", "H", "H", "C", "C", "O", "H", "H", "H", "H", "H", "C", "N", "O", "O", "H", "H", "H"],
  "positions_angstrom": [[-0.3503, 0.5401, -0.5723], [0.4382, -0.2080, 0.5921], [-0.0809, 0.3090, 2.0332], [1.0527, -5.2072, 1.2496], [-0.1298, -4.5638, 1.4165], [-0.4728, -3.3097, 0.5595], [0.4077, -2.2466, 0.4869], [-0.0852, -4.1617, 2.4630], [-1.0042, -5.2539, 1.3171], [-1.4766, -2.9537, 0.8827], [-0.7708, -3.6914, -0.4460], [2.4044, 2.2198, 1.0366], [3.2104, 1.0555, 0.4610], [2.5374, -0.1541, 0.5097], [2.2172, 2.2296, 2.1176], [1.4119, 2.2826, 0.5784], [2.8152, 3.2328, 0.8855], [4.2350, 1.0418, 0.8536], [3.2429, 1.3660, -0.6056], [-2.8619, 1.9028, -2.5117], [-2.7194, 3.2830, -2.0111], [-3.0046, 3.4938, -0.8595], [-2.2996, 4.1298, -2.7703], [-2.6422, 1.8050, -3.5635], [-3.8580, 1.5623, -2.2341], [-2.2165, 1.2962, -1.8689]],
  "forces_ev_per_angstrom": [[-0.4607, 0.5749, -0.6932], [2.6359, -4.4636, 1.8335], [0.2005, -0.1272, -1.2454], [-0.3564, -0.1211, -0.8805], [2.0076, 0.3924, 1.0915], [-1.7017, -0.4640, -0.8297], [0.2560, 3.1541, 0.1845], [-0.8406, 0.1034, 0.2189], [-0.4759, 0.2624, -0.0416], [0.1427, -0.0375, 0.5562], [0.7288, 0.0881, -0.2574], [-0.3571, 1.1394, 1.0120], [-1.3614, 0.7461, -1.2279], [-1.9195, 0.4376, 0.5334], [0.0819, -0.6499, -0.0277], [0.0638, -0.2712, -0.1000], [0.4624, -0.3066, -0.4095], [-0.0235, -0.2938, 0.1780], [0.7403, -0.1257, -0.0492], [-0.2038, -0.8728, 1.0475], [0.1591, 0.0423, -0.1862], [-0.3119, -0.0721, 0.4165], [0.1627, 0.3319, -0.5680], [0.0813, 0.2759, -0.0459], [-0.1553, 0.2227, -0.2867], [0.4446, 0.0342, -0.2234]],
  "lumo_energy_ha": 0.1654,
  "gap_ev": 3.7441,
  "spin_multiplicity": 1,
  "charge": -2,
  "relative_energy_kcal_mol": 0.0
}


{
  "formula": "C3H4I2",
  "method": "ωB97M-V with the def2-TZVPD basis set",
  "symbols": ["C", "C", "C", "I", "I", "H", "H", "H", "H"],
  "positions_angstrom": [[0.5128, 0.0659, 0.6512], [0.9707, 0.1163, -0.7282], [-1.0278, -0.0403, 0.4435], [-1.8678, -1.8933, 0.0828], [-1.9715, 1.6576, -0.2350], [0.8287, -0.8005, 1.2907], [0.7552, 1.0279, 1.0994], [0.6387, 0.8423, -1.6058], [1.1611, -0.9758, -0.9986]],
  "forces_ev_per_angstrom": [[-1.3725, 1.0700, 1.2888], [-0.4109, -2.3487, -2.8536], [1.5585, 0.0662, -0.1440], [-0.0187, -0.0095, -0.0099], [-0.3522, 0.1992, 0.0223], [0.1059, 0.8738, -0.8840], [-0.3201, -0.0793, 0.7912], [0.8189, -1.4946, 2.4864], [-0.0088, 1.7229, -0.6973]],
  "lumo_energy_ha": [-0.0066, -0.0135],
  "gap_ev": [7.6770, 8.0143],
  "spin_multiplicity": 1,
  "charge": 0,
  "relative_energy_kcal_mol": 66.8
}


{
  "formula": "C7H6BaN3O2S2",
  "method": "ωB97M-V with the def2-TZVPD basis set",
  "symbols": ["Ba", "N", "C", "C", "C", "O", "O", "H", "H", "H", "H", "H", "H", "S", "C", "C", "N", "C", "S", "C", "N"],
  "positions_angstrom": [[0.8676, 1.0212, -0.1560], [-0.2859, -1.5286, -0.8493], [0.3515, -2.4078, -1.8391], [1.8384, -2.5901, -1.5112], [2.3653, -1.2098, -1.1498], [2.2554, -0.2996, -2.0204], [2.6481, -0.9747, 0.0512], [-0.3417, -1.9677, 0.0647], [-1.2378, -1.2964, -1.1131], [0.2780, -1.9154, -2.8081], [-0.1369, -3.3862, -1.9115], [2.3499, -2.9952, -2.3851], [1.9807, -3.2572, -0.6609], [-0.9370, 0.3336, 2.2309], [-1.3626, 2.0232, 2.2238], [-1.3802, 2.6363, 3.5238], [-1.3805, 3.0909, 4.5826], [-1.7108, 2.8239, 1.1592], [-1.8807, 2.3978, -0.5271], [-2.0200, 4.1956, 1.4523], [-2.2611, 5.3062, 1.6432]],
  "forces_ev_per_angstrom": [[-0.3827, 0.1753, 0.3531], [-0.1009, -0.0225, 0.0047], [0.0752, -0.0490, 0.0195], [-0.0232, 0.0385, -0.0172], [-0.2994, 0.3072, 0.0547], [0.1438, -0.0863, -0.1516], [0.1967, -0.1542, 0.0602], [0.0058, 0.0099, -0.0055], [-0.0012, -0.0221, 0.0410], [-0.0339, 0.0096, 0.0034], [-0.0086, 0.0106, -0.0293], [0.0261, -0.0130, 0.0142], [-0.0031, -0.0219, -0.0218], [0.1385, -0.1215, -0.2000], [-0.0938, 0.1633, -0.2994], [0.0934, 0.0287, 0.1952], [-0.0010, -0.0046, -0.0103], [0.0778, -0.2685, 0.1476], [0.2063, -0.1820, -0.1258], [-0.0110, 0.2149, -0.0292], [-0.0046, -0.0125, -0.0036]],
  "lumo_energy_ha": 0.0787,
  "gap_ev": 6.1878,
  "spin_multiplicity": 1,
  "charge": -1,
  "relative_energy_kcal_mol": 0.0
}